(1)
A cluster of 10 separate species, C47H59N11O5 in total at a distorted geometry. Source: the OMol25 dataset; level of theory: wB97M-V/def2-TZVPD.

The SMILES is NCCC1=C(O)C(=O)C(O)=C(CCC(N)=O)C1=O.c1cc[nH]c1.c1cc[nH]c1.c1cc[nH]c1.c1cc[nH]c1.c1cc[nH]c1.c1cc[nH]c1.c1cc[nH]c1.c1cc[nH]c1.c1cc[nH]c1. Its HOMO energy is -0.2919 Eh. For the calculated total energy, the calculation gives -76320.5676 eV. As for the orbital gap: 6.82 eV. As for the total charge: 0.

Structure (XYZ):
```
122
Properties=species:S:1:pos:R:3:forces:R:3
N 0.0391 -2.6823 2.7499 -0.70 -0.04 -0.56
C -1.1934 -3.2962 2.1617 0.79 -0.58 0.13
C -2.4362 -2.4248 2.3315 0.34 -0.05 -0.34
C -2.6210 -1.3829 1.2389 1.03 -1.16 -0.10
C -3.3760 -0.3244 1.3842 -0.29 1.33 -0.21
O -4.0804 -0.0499 2.5282 -0.15 0.17 -0.04
C -3.4591 0.6864 0.2416 1.79 -0.70 0.54
O -4.4662 1.1943 -0.1029 -1.71 1.17 -0.27
C -2.1129 0.9314 -0.4449 -0.81 0.19 0.78
O -1.7308 2.1617 -0.8549 -0.26 0.43 -0.15
C -1.3630 -0.1281 -0.6059 1.18 -1.35 -0.44
C 0.0295 -0.1417 -1.2202 -0.19 -0.32 0.58
C 0.9878 0.9761 -0.7297 -0.61 -0.54 -0.71
C 1.1224 1.1129 0.7783 -0.40 -0.15 -0.30
N 0.0231 1.2950 1.6442 -0.41 0.08 -0.45
O 2.2257 1.1125 1.2449 1.50 0.43 0.50
C -1.9140 -1.4584 -0.1130 -0.69 2.47 1.40
O -1.8236 -2.4518 -0.7381 0.54 -2.18 -1.22
H 0.7523 -3.3964 2.6084 0.17 0.29 0.19
H 0.2908 -1.9260 2.1114 0.28 -0.01 0.24
H -1.3262 -4.2534 2.6804 -0.16 0.27 -0.01
H -0.9558 -3.5509 1.1207 -0.65 -0.02 0.12
H -3.3368 -3.0462 2.4048 0.16 0.09 -0.03
H -2.3266 -1.9040 3.2928 -0.18 -0.12 -0.16
H -3.4777 0.4198 3.1234 -0.32 -0.04 0.09
H -1.6081 2.7355 -0.0824 -0.18 -0.06 -0.13
H 0.4855 -1.0983 -0.9223 -0.11 0.12 -0.29
H -0.0442 -0.1556 -2.3133 0.18 0.12 0.17
H 1.9811 0.7115 -1.1047 -0.10 0.12 0.23
H 0.7194 1.9177 -1.2213 -0.06 0.01 0.49
H 0.3297 1.6570 2.5412 0.24 -0.38 -0.01
H -0.5138 0.4396 1.7587 -0.29 0.33 -0.12
C 3.2038 1.4362 -4.7111 0.01 -0.02 0.06
C 3.2822 0.3794 -5.6573 -0.02 -0.05 -0.04
C 2.0180 0.1707 -6.1417 -0.04 -0.03 0.00
N 1.1784 1.0567 -5.5223 0.07 -0.02 0.00
C 1.8946 1.8340 -4.6529 -0.12 0.03 0.12
H 4.0148 1.8579 -4.1397 -0.03 0.05 -0.03
H 4.1655 -0.1644 -5.9494 -0.02 0.00 0.00
H 1.6442 -0.5293 -6.8699 0.03 0.00 0.02
H 0.1896 1.1259 -5.6818 0.05 0.02 -0.02
H 1.4111 2.6004 -4.0696 0.05 0.02 -0.02
C -7.7721 -4.6279 3.4897 0.03 -0.09 -0.07
C -7.2391 -3.3214 3.3308 0.04 0.06 0.00
C -6.2647 -3.3915 2.3694 0.05 0.02 -0.02
N -6.1856 -4.6917 1.9431 -0.06 0.02 -0.05
C -7.1052 -5.4501 2.6185 0.00 -0.05 0.00
H -8.5568 -4.9294 4.1638 0.00 0.02 -0.03
H -7.5368 -2.4312 3.8598 -0.05 -0.01 -0.05
H -5.6232 -2.6313 1.9533 -0.05 0.02 0.02
H -5.5525 -5.0355 1.2434 -0.04 0.01 0.02
H -7.2041 -6.5046 2.4215 0.00 0.01 0.03
C 3.1263 -6.0493 -0.4710 0.04 0.03 0.04
C 1.9401 -5.5422 -1.0673 -0.02 0.01 -0.01
C 1.8149 -4.2367 -0.6759 -0.09 0.15 0.05
N 2.8767 -3.9359 0.1370 -0.09 -0.05 0.08
C 3.6827 -5.0346 0.2614 -0.01 -0.04 0.14
H 3.5254 -7.0455 -0.5700 0.00 0.02 0.00
H 1.2584 -6.0751 -1.7095 0.02 0.02 0.00
H 1.0654 -3.4950 -0.9022 -0.02 -0.07 -0.05
H 3.0394 -3.0457 0.5729 0.05 -0.03 -0.03
H 4.5776 -4.9985 0.8595 0.00 -0.02 -0.04
C 5.3048 -3.3782 -2.2248 0.08 0.13 -0.05
C 5.8702 -4.6382 -2.5561 0.09 -0.07 -0.03
C 6.9460 -4.4015 -3.3704 0.01 0.01 -0.05
N 7.0507 -3.0484 -3.5476 0.00 -0.01 0.04
C 6.0570 -2.4176 -2.8491 0.01 0.02 -0.03
H 4.4473 -3.1983 -1.6015 -0.02 -0.02 -0.06
H 5.5254 -5.6059 -2.2325 -0.02 0.03 0.00
H 7.6432 -5.0761 -3.8384 -0.03 0.00 0.01
H 7.7489 -2.5895 -4.1038 -0.02 -0.02 0.04
H 5.9709 -1.3438 -2.8581 -0.03 -0.02 -0.01
C 4.1963 4.9795 3.5965 0.02 -0.07 0.03
C 3.4808 5.9358 2.8284 -0.05 0.05 -0.05
C 2.7247 5.2443 1.9197 -0.06 -0.02 -0.01
N 2.9583 3.9075 2.1055 -0.18 0.21 0.12
C 3.8500 3.7389 3.1292 0.03 -0.09 -0.01
H 4.8853 5.1794 4.4005 -0.01 -0.01 -0.02
H 3.5174 7.0080 2.9317 0.00 -0.02 -0.01
H 2.0436 5.5854 1.1575 0.05 0.03 0.00
H 2.5403 3.1641 1.5736 0.14 -0.09 0.12
H 4.1606 2.7534 3.4336 0.01 0.02 -0.02
C 4.9930 5.4121 -1.3397 -0.06 0.00 0.00
C 5.6747 5.1747 -2.5634 -0.03 -0.06 -0.06
C 5.7835 3.8176 -2.7147 0.03 -0.06 -0.02
N 5.1970 3.2260 -1.6277 -0.03 0.06 -0.07
C 4.7087 4.1913 -0.7878 -0.01 -0.11 0.00
H 4.7399 6.3692 -0.9139 0.02 -0.03 0.02
H 6.0426 5.9159 -3.2528 -0.03 -0.01 0.01
H 6.2269 3.2242 -3.4972 0.02 0.04 0.01
H 5.1343 2.2365 -1.4697 0.01 0.04 0.02
H 4.2055 3.9259 0.1255 0.13 0.06 -0.02
C -11.9034 -2.8011 0.4100 0.01 0.07 -0.01
C -12.1070 -4.1901 0.6212 -0.01 -0.07 0.02
C -10.8726 -4.7618 0.7862 0.08 -0.04 -0.02
N -9.9329 -3.7745 0.6782 -0.06 0.01 -0.04
C -10.5523 -2.5764 0.4543 0.09 0.01 -0.04
H -12.6613 -2.0527 0.2460 0.02 -0.01 0.01
H -13.0508 -4.7097 0.6500 0.02 0.01 0.01
H -10.5827 -5.7828 0.9699 -0.02 0.02 0.00
H -8.9395 -3.9094 0.7553 -0.04 0.02 0.15
H -9.9802 -1.6702 0.3453 -0.03 0.00 0.02
C -8.5225 0.5525 4.6884 0.03 -0.04 0.02
C -9.2947 1.4877 3.9498 -0.04 0.04 -0.05
C -8.5661 1.8330 2.8416 0.04 0.02 -0.01
N -7.3836 1.1469 2.8844 -0.01 -0.01 -0.03
C -7.3512 0.3615 4.0035 0.12 0.02 0.00
H -8.7962 0.0741 5.6147 0.00 0.01 -0.02
H -10.2729 1.8627 4.2023 0.02 -0.01 -0.01
H -8.7861 2.5058 2.0297 -0.02 -0.01 0.03
H -6.6502 1.2084 2.1988 0.00 -0.06 0.02
H -6.4987 -0.2629 4.2139 -0.01 0.02 0.00
C 8.9885 6.1162 -1.6374 -0.02 -0.02 -0.01
C 10.1330 6.6048 -0.9519 0.05 0.03 0.00
C 10.7307 7.5337 -1.7620 0.06 0.02 -0.02
N 9.9950 7.6229 -2.9120 -0.03 0.00 0.03
C 8.9292 6.7658 -2.8418 0.03 0.00 -0.04
H 8.2892 5.3751 -1.2864 -0.02 0.04 -0.02
H 10.4773 6.3079 0.0253 -0.01 0.01 -0.02
H 11.6126 8.1358 -1.6209 -0.01 -0.02 0.02
H 10.2041 8.2245 -3.6875 -0.02 -0.02 0.04
H 8.2251 6.6929 -3.6529 0.02 -0.02 0.02
```
Positions in Å, forces in eV/Å.


(2)
A structure of composition C10H8Cl3N6O2Se3TaTe. Source: the OMol25 dataset; level of theory: wB97M-V/def2-TZVPD.

Its relative energy (zero: lowest compared OMol25 entry of this formula, charge and spin) is 2.7 kcal per mole. Its HOMO energy is -0.5508 Eh. For the calculated total energy, the calculation gives -265977.5824 eV. As for the orbital gap: 6.85 eV. As for the total charge: +2.

Structure (XYZ):
```
34
Properties=species:S:1:pos:R:3:forces:R:3
Ta 0.2738 -0.5132 1.7043 -0.37 -0.71 0.05
N -3.0635 -0.9315 0.8069 0.00 -0.01 0.00
C -2.3188 -0.4968 -0.2138 0.00 0.03 0.01
N -2.9229 0.0452 -1.2481 0.00 -0.01 0.01
C -2.1482 0.4231 -2.2688 0.00 -0.01 -0.01
N -2.6974 1.0447 -3.2909 0.00 0.00 0.00
N -0.8026 0.1763 -2.3417 0.00 0.01 -0.01
C -0.2845 -0.3149 -1.2687 0.03 -0.02 0.02
N -0.9507 -0.6180 -0.1193 0.05 0.19 0.02
C 1.1520 -0.6649 -1.2368 0.00 -0.03 -0.02
C 1.9135 -0.6744 -2.3828 0.01 -0.02 -0.01
C 3.2106 -1.1673 -2.3164 -0.02 0.01 0.00
C 3.6793 -1.6460 -1.1053 -0.01 0.00 0.01
C 2.8702 -1.5660 0.0124 0.02 -0.02 0.02
N 1.6245 -1.0655 -0.0335 -0.11 0.09 0.02
H -4.0645 -0.8691 0.6939 0.00 -0.01 0.01
H -2.7010 -1.6292 1.4355 0.00 -0.01 -0.01
H -3.6884 1.2279 -3.2950 0.00 0.00 0.00
H -2.1338 1.3075 -4.0831 0.00 0.00 0.00
H 1.4730 -0.3230 -3.3044 0.01 0.00 0.00
H 3.8335 -1.1934 -3.2002 0.00 0.00 0.00
H 4.6684 -2.0702 -1.0080 0.00 0.00 -0.01
H 3.2220 -1.9070 0.9740 -0.01 0.01 0.00
Se 2.4354 -0.1960 2.9520 -0.14 0.32 0.03
Se 1.8565 -1.3201 4.9316 0.00 -0.05 -0.03
Te -0.5380 -1.5340 4.2368 0.05 0.00 0.22
Se -0.2772 -2.9206 2.1739 0.04 0.02 -0.22
Cl -2.3559 3.6414 2.0853 0.02 0.00 0.01
C -0.6291 3.3747 1.9055 -0.16 0.01 -0.11
Cl 0.2338 3.6568 3.4251 0.03 0.00 0.05
Cl 0.0336 4.3454 0.6092 -0.01 -0.02 0.02
C -0.3837 1.8972 1.6358 0.15 0.04 -0.18
O 0.5421 1.4888 0.8860 0.10 0.15 0.02
O -1.0620 0.9920 2.2484 0.32 0.02 0.09
```
Positions in Å, forces in eV/Å.


(3)
A cluster of 6 separate species, C13H25F12N6O11S4 in total at a distorted geometry. Source: the OMol25 dataset; level of theory: wB97M-V/def2-TZVPD.

Its relative energy (zero: lowest compared OMol25 entry of this formula, charge and spin) is 88.2 kcal per mole. Its HOMO energy is -0.2376 Eh. For the calculated total energy, the calculation gives -121299.9769 eV. As for the orbital gap: 8.47 eV. As for the total charge: -1.

Structure (XYZ):
```
71
Properties=species:S:1:pos:R:3:forces:R:3
N 0.3688 -0.0133 0.3310 -0.05 -0.01 1.05
H -0.2440 0.6190 -0.1637 -0.31 0.26 -0.51
H -0.1687 -0.8122 0.6357 -0.29 -0.54 0.05
H 0.7000 0.4740 1.1514 0.43 0.14 0.62
H 1.1491 -0.3434 -0.2187 0.52 -0.14 -0.46
C -2.2634 0.9565 -3.5871 0.21 -0.93 1.30
F -2.3754 2.2485 -3.6749 -0.56 0.87 -0.21
F -3.2412 0.3275 -4.2533 0.57 0.35 -0.07
F -1.0640 0.6379 -4.0676 -0.27 -0.51 -0.06
S -2.4502 0.3689 -1.7583 0.65 -1.99 -0.42
O -3.8704 0.4201 -1.4989 1.07 0.80 0.11
O -1.9003 -0.9880 -1.7140 0.22 2.07 -0.01
N -1.3988 1.4458 -0.8980 -0.92 -3.39 -4.27
S -2.2629 2.5251 -0.3103 -4.17 3.82 3.67
O -3.2309 3.2372 -1.1581 2.09 -0.63 0.77
O -2.8667 2.0037 0.9372 1.09 1.25 -0.94
C -0.8362 3.7804 0.1895 -2.61 0.63 -0.12
F 0.0828 3.2041 0.8685 1.55 -1.56 1.24
F -0.2719 4.3638 -0.8441 -0.14 0.25 -0.83
F -1.3752 4.7429 0.9904 -0.07 -0.43 -0.62
C 4.2453 -1.2510 1.4629 0.00 1.62 -0.84
F 4.7170 -2.3782 1.0255 -0.12 -1.23 0.36
F 3.1034 -1.3853 2.1638 1.06 -0.16 -0.28
F 5.2188 -0.6806 2.2167 -1.03 -0.13 -0.12
S 3.9406 -0.1461 -0.0720 -0.26 1.54 1.44
O 3.4574 1.1155 0.5300 0.57 -2.12 -1.35
O 5.2274 -0.1601 -0.7805 -2.49 -0.07 0.82
N 2.5726 -0.9147 -0.8046 3.28 1.25 1.08
S 3.1592 -1.7839 -1.9680 2.05 -1.90 -4.50
O 3.5402 -1.0490 -3.2123 -0.73 -1.06 2.56
O 4.0975 -2.8334 -1.5317 -1.68 1.37 -0.58
C 1.5964 -2.6716 -2.5761 0.48 0.14 1.51
F 1.9008 -3.7026 -3.3559 0.06 0.33 -0.12
F 1.0126 -3.1752 -1.4576 -0.40 0.23 -0.64
F 0.7739 -1.8434 -3.2175 0.18 -0.45 0.36
C 1.1273 3.5326 -3.9477 1.39 0.55 0.53
O 1.5464 4.3979 -4.7138 -0.44 -0.70 0.27
N 1.9203 2.6203 -3.3213 1.27 -0.84 0.90
C 1.5050 1.5739 -2.3914 -0.96 -0.24 -0.41
C 3.3957 2.5267 -3.4131 0.15 1.10 -1.07
H 0.0868 3.5188 -3.5882 -0.06 -0.33 -0.20
H 0.4284 1.5690 -2.2210 0.20 0.22 -0.13
H 2.0183 1.6105 -1.4305 0.01 0.65 0.01
H 1.7885 0.5999 -2.7901 -0.11 0.06 -0.28
H 3.8962 2.3922 -2.4542 -0.58 -0.02 0.32
H 3.7491 1.7061 -4.0375 -0.42 -0.21 -0.08
H 3.8197 3.4364 -3.8382 -0.28 0.11 -0.11
C 0.7030 0.7224 4.1091 0.08 -0.45 -1.70
O 1.0571 0.7333 2.9339 0.61 0.26 0.92
N -0.5634 0.5330 4.4518 -1.76 0.14 1.26
C -0.9523 0.6862 5.8536 -0.53 0.02 0.18
C -1.6646 0.3175 3.4862 0.70 -0.99 -0.43
H 1.3687 0.7801 4.9842 0.22 0.24 -0.25
H -1.8150 1.3506 5.9024 0.09 0.20 0.07
H -0.1734 1.0693 6.5129 0.25 0.31 -0.52
H -1.2619 -0.2239 6.3674 -0.10 -0.49 -0.49
H -2.2582 1.1690 3.1536 0.21 0.31 0.55
H -1.2848 -0.1278 2.5667 0.43 0.26 0.08
H -2.2925 -0.4966 3.8482 -0.26 0.28 0.47
C -1.6234 -3.3306 0.9506 -0.68 0.62 -0.51
O -1.0301 -2.2639 0.9847 -0.15 -0.60 0.36
N -2.9660 -3.4699 1.0653 0.01 -2.05 0.20
C -3.4885 -4.8952 1.3119 0.20 2.24 -0.11
C -3.8742 -2.3390 1.2865 0.85 -0.20 0.38
H -1.1393 -4.2932 0.7238 0.24 0.14 0.21
H -3.7635 -4.8782 2.3665 -0.42 -0.48 -0.10
H -2.7566 -5.6858 1.1466 0.31 0.47 -0.07
H -4.3239 -5.0798 0.6365 -0.15 0.05 0.29
H -4.7619 -2.4440 0.6628 0.17 0.23 -0.01
H -4.1477 -2.2381 2.3368 -0.32 -0.47 0.20
H -3.3130 -1.4185 1.1256 -0.16 -0.08 -0.70
```
Positions in Å, forces in eV/Å.


(4)
An isolated molecule of C2H6N4S at a distorted geometry. Source: the OMol25 dataset; level of theory: wB97M-V/def2-TZVPD.

Its relative energy (zero: lowest compared OMol25 entry of this formula, charge and spin) is 138.7 kcal per mole. Its HOMO energy (spin up / spin down) is -0.2569 / -0.2571 Eh. For the calculated total energy, the calculation gives -18961.0309 eV. As for the orbital gap (spin up / spin down): 7.21 / 7.22 eV. As for the total charge: 0.

Structure (XYZ):
```
13
Properties=species:S:1:pos:R:3:forces:R:3
C -0.6792 -1.6881 -0.0923 -0.14 -1.66 -1.12
C -1.7768 -0.9729 -0.4119 -1.91 2.97 1.16
N 0.2099 -1.1167 0.6849 1.66 -1.81 -0.59
N -0.3844 1.3890 -0.0364 1.14 1.13 0.13
N 0.7249 0.7933 -0.3463 -2.86 -3.45 -3.08
N 1.8584 1.1380 0.1246 3.93 3.25 0.37
S -1.9353 0.6280 0.3384 1.10 -1.16 -0.80
H -0.5603 -2.7003 -0.6721 0.08 1.70 1.26
H -2.7377 -1.1860 -0.7900 -0.47 -0.90 -0.95
H 1.0097 -1.7454 0.4862 0.30 0.82 0.98
H -0.2325 2.2922 0.4016 -0.37 0.07 0.88
H 1.8011 1.8158 0.8952 0.42 0.04 -0.13
H 2.7023 1.3531 -0.5819 -2.89 -1.00 1.90
```
Positions in Å, forces in eV/Å.


(5)
A cluster of 2 separate species, C3H6INO in total at a distorted geometry. Source: the OMol25 dataset; level of theory: wB97M-V/def2-TZVPD.

Its relative energy (zero: lowest compared OMol25 entry of this formula, charge and spin) is 115.9 kcal per mole. Its HOMO energy (spin up / spin down) is -0.2795 / -0.2662 Eh. For the calculated total energy, the calculation gives -14841.0092 eV. As for the orbital gap (spin up / spin down): 8.14 / 7.53 eV. As for the total charge: 0.

Structure (XYZ):
```
12
Properties=species:S:1:pos:R:3:forces:R:3
C 0.5494 -0.6836 0.1195 -3.35 -1.72 0.21
C 1.1147 1.6207 -0.2380 1.34 2.25 -1.64
C -1.9639 -1.3096 -0.1803 1.26 -0.28 4.33
N 1.1948 -1.4633 0.7822 -2.78 -0.21 -1.11
O 0.2914 0.4391 -0.4124 0.62 2.01 -0.45
I -3.1615 0.3139 0.3307 0.12 0.07 0.08
H 0.4970 2.5543 -0.2702 -0.31 -1.23 1.07
H 1.6380 1.9150 -1.2338 -0.07 -1.50 1.60
H 1.8137 1.5985 0.6456 -0.86 -0.17 -1.04
H -2.1037 -2.1685 0.5496 0.26 1.12 -1.41
H -1.9530 -1.4038 -1.1867 0.02 -0.80 -2.88
H 2.0831 -1.4128 1.0938 3.76 0.46 1.24
```
Positions in Å, forces in eV/Å.


(6)
A cluster of 2 separate species, C2HF2O2 in total at a distorted geometry. Source: the OMol25 dataset; level of theory: wB97M-V/def2-TZVPD.

Its relative energy (zero: lowest compared OMol25 entry of this formula, charge and spin) is 0.0 kcal per mole. Its HOMO energy is -0.1164 Eh. For the calculated total energy, the calculation gives -11620.4248 eV. As for the orbital gap: 7.67 eV. As for the total charge: -1.

Structure (XYZ):
```
7
Properties=species:S:1:pos:R:3:forces:R:3
C 2.2513 -0.1557 -0.1304 -2.61 1.22 -3.17
C 0.1262 -0.6355 -0.2880 0.46 2.12 2.52
O 2.7149 -0.6349 0.8299 0.91 -1.22 2.42
O 2.5004 0.4977 -1.1239 -0.12 -0.29 0.55
F -0.0421 -1.9750 -0.3395 -0.08 -1.60 -0.70
F -0.3718 -0.0845 -1.4587 -0.14 -0.30 -0.06
H -0.6735 -0.3605 0.5727 1.58 0.08 -1.56
```
Positions in Å, forces in eV/Å.